Computed, not measured: a molecular structure, C4H6N2 in a non-equilibrium geometry, with ωB97M-V/def2-TZVPD.

Element x y z (Å)
N (-1.404, -0.220, -0.274)
C (-0.080, -0.577, -0.834)
C (0.725, 0.656, -0.406)
N (1.678, -0.173, 0.397)
C (0.247, -0.811, 0.635)
C (-0.463, 0.543, 0.572)
H (-2.166, 0.168, -0.795)
H (0.078, -1.271, -1.658)
H (1.053, 1.513, -1.002)
H (2.006, 0.368, 1.204)
H (-0.910, -1.364, 0.747)
H (-0.764, 1.170, 1.412)

ΔE to the lowest compared entry with this formula, charge and spin, kcal/mol: 168.30
E_LUMO, eV: 1.026
Multiplicity: 1
HOMO energy, hartree: -0.3365
Total energy, eV: -7218.29279
Gap between HOMO and LUMO, eV: 10.2

List of natural (NBO) charges in e, atom by atom:
1 N -0.628
2 C -0.081
3 C -0.078
4 N -0.608
5 C -0.107
6 C -0.107
7 H 0.377
8 H 0.210
9 H 0.195
10 H 0.339
11 H 0.285
12 H 0.203

---

Computed, not measured: C4H6N2 in the gas phase in a non-equilibrium geometry, with ωB97M-V/def2-TZVPD.

Element x y z (Å)
C (-0.670, 0.016, -0.030)
C (0.112, 1.110, 0.010)
C (1.487, 0.652, -0.049)
C (1.465, -0.716, -0.068)
H (-2.579, -0.433, 0.930)
H (-2.468, 0.793, -0.673)
H (-0.175, 2.171, 0.186)
H (2.448, 1.109, -0.096)
H (2.361, -1.341, 0.032)
H (-0.113, -2.049, -0.078)
N (-2.055, -0.185, -0.128)
N (0.187, -1.127, -0.037)

ΔE to the lowest compared entry with this formula, charge and spin, kcal/mol: 40.32
E_LUMO, eV: 0.876
Multiplicity: 1
HOMO energy, hartree: -0.2860
Total energy, eV: -7223.84240
Gap between HOMO and LUMO, eV: 8.7

List of natural (NBO) charges in e, atom by atom:
1 C 0.253
2 C -0.332
3 C -0.314
4 C -0.062
5 H 0.382
6 H 0.397
7 H 0.225
8 H 0.218
9 H 0.211
10 H 0.406
11 N -0.856
12 N -0.527

---

Computed, not measured: C4H6N2 in the gas phase in a non-equilibrium geometry, with ωB97M-V/def2-TZVPD.

Element x y z (Å)
C (-0.359, 0.765, 0.573)
C (-0.043, 0.195, -0.754)
C (0.507, -0.444, 0.561)
C (1.928, -0.407, 0.940)
N (2.895, -0.338, 0.049)
N (3.611, -0.166, -0.814)
H (0.152, 1.741, 0.662)
H (-1.352, 0.836, 0.964)
H (-0.696, -0.270, -1.453)
H (0.453, 0.910, -1.392)
H (0.010, -1.356, 0.886)
H (2.292, -0.777, 1.842)

ΔE to the lowest compared entry with this formula, charge and spin, kcal/mol: 78.54
E_LUMO, eV: 1.100
Multiplicity: 1
HOMO energy, hartree: -0.2971
Total energy, eV: -7222.18534
Gap between HOMO and LUMO, eV: 9.2

List of natural (NBO) charges in e, atom by atom:
1 C -0.405
2 C -0.431
3 C -0.245
4 C -0.275
5 N 0.074
6 N -0.026
7 H 0.211
8 H 0.214
9 H 0.220
10 H 0.218
11 H 0.226
12 H 0.218

---

Computed, not measured: C4H6N2 in the gas phase in a non-equilibrium geometry, with ωB97M-V/def2-TZVPD.

Element x y z (Å)
C (-2.918, 0.270, 0.135)
C (-1.712, 0.243, -0.106)
C (0.403, -1.075, 0.302)
C (-0.400, -0.122, -0.461)
N (0.711, 0.362, 0.388)
N (1.828, 1.086, 0.054)
H (-3.854, 0.613, 0.480)
H (0.178, -1.405, 1.294)
H (1.177, -1.646, -0.187)
H (-0.078, 0.003, -1.617)
H (2.045, 0.892, -0.901)
H (2.620, 0.779, 0.619)

ΔE to the lowest compared entry with this formula, charge and spin, kcal/mol: 122.28
E_LUMO, eV: 1.069
Multiplicity: 1
HOMO energy, hartree: -0.3088
Total energy, eV: -7220.28831
Gap between HOMO and LUMO, eV: 9.5

List of natural (NBO) charges in e, atom by atom:
1 C -0.209
2 C -0.009
3 C -0.258
4 C -0.163
5 N -0.257
6 N -0.623
7 H 0.234
8 H 0.218
9 H 0.187
10 H 0.208
11 H 0.313
12 H 0.358

---

Question: Which formula does entry 1 have?
Answer: C4H6N2